(1)
Molecular formula: C44H44CrN6O5S2Se
Method: DFT, the ωB97M-V functional and the def2-TZVPD basis

```
103
Properties=species:S:1:pos:R:3
Cr 11.4011 16.3273 12.6490
O 13.1878 13.3894 16.6798
C 11.9098 12.9819 17.2012
C 10.8505 14.0036 16.8748
C 10.9213 14.6122 15.4727
C 9.7361 15.3897 15.0399
C 8.5790 15.4473 15.7971
C 7.3839 15.8721 15.2589
C 7.4919 16.4818 13.9977
C 8.6850 16.4625 13.2691
N 9.7808 15.8092 13.7452
H 13.8497 12.8237 17.0524
H 11.9678 12.8863 18.2998
H 11.6279 11.9448 16.8193
H 10.8885 14.7328 17.6512
H 9.8867 13.5552 16.9278
H 11.0949 13.8357 14.6802
H 11.8969 15.1948 15.3591
H 8.6540 15.0265 16.8049
H 6.3444 15.6510 15.6759
H 6.6048 16.8011 13.4902
H 8.7064 17.0339 12.3169
O 15.5341 20.6091 16.1506
N 15.9999 19.4319 16.0726
O 16.9752 19.0720 16.7322
C 15.2781 18.4702 15.3149
C 15.9241 17.3052 14.9686
C 15.3533 16.3863 14.0895
C 16.0024 15.1848 13.7610
C 15.2798 14.0803 13.2925
C 13.9566 14.2933 13.0133
N 13.3717 15.5635 13.0510
C 13.9564 16.5082 13.7670
C 13.2567 17.6396 14.3308
N 11.9057 17.6898 14.0348
C 11.1934 18.7596 14.5759
C 11.7803 19.8603 15.1719
C 13.0934 19.7585 15.5887
C 13.8356 18.6419 15.1603
H 16.9140 17.1014 15.2992
H 17.0728 15.0371 13.9283
H 15.6816 13.1006 13.0942
H 13.3225 13.4618 12.6409
H 10.1150 18.7654 14.3986
H 11.1934 20.7369 15.4027
H 13.6019 20.6625 15.9791
O 11.9087 10.2124 13.9224
S 11.2494 9.1308 13.1213
C 11.6960 9.5337 11.3576
C 10.5526 10.3373 10.7398
C 10.6011 11.8347 11.1507
C 11.3499 12.6104 10.1068
S 11.1519 14.4112 9.9624
O 10.9923 14.6652 11.5019
C 9.4407 14.5087 9.3046
C 9.1853 13.9187 8.0515
C 7.8912 13.7360 7.6941
C 6.8055 13.9298 8.5563
C 7.0456 14.6126 9.8039
C 8.4176 14.8413 10.1704
C 12.2253 7.6571 13.5015
C 12.2052 6.5360 12.6253
C 12.9245 5.3859 12.9728
C 13.4696 5.3275 14.2375
C 13.4021 6.3475 15.1675
C 12.6910 7.5372 14.8085
H 11.9858 8.6742 10.7853
H 12.5590 10.2260 11.4473
H 9.4969 9.9487 10.8082
H 10.7186 10.1729 9.7054
H 11.0736 11.8404 12.1568
H 9.6172 12.3065 11.3670
H 11.1160 12.3023 9.0841
H 12.4356 12.4531 10.2427
H 10.0496 13.8064 7.3341
H 7.7380 13.4937 6.6692
H 5.7961 13.6705 8.2114
H 6.2566 14.9560 10.4911
H 8.7086 15.2237 11.1675
H 11.5827 6.6226 11.7435
H 13.2254 4.5723 12.3048
H 14.1513 4.4922 14.4668
H 13.9900 6.3328 16.0893
H 12.6914 8.4415 15.3741
C 14.6690 20.3121 11.3618
N 13.2075 20.3504 11.4481
C 12.2666 19.4186 10.9959
Se 12.5576 17.6635 10.5016
N 11.0080 19.9804 11.1071
C 11.0882 21.2743 11.5953
C 10.0960 22.1525 11.9606
C 10.3973 23.2721 12.6632
C 11.7568 23.5369 12.9280
C 12.8054 22.7073 12.4965
C 12.4668 21.5276 11.8471
H 15.0078 19.2837 11.2090
H 15.0842 20.6915 12.2923
H 14.9859 20.9997 10.5443
H 10.2688 19.4440 10.6738
H 9.0901 21.8400 11.7838
H 9.6905 23.9291 13.1504
H 11.9583 24.4428 13.4493
H 13.8621 22.9181 12.7193
```

As for the total charge: +2. The LUMO energy (alpha / beta) is -0.2231 / -0.2233 Ha. The HOMO energy (alpha / beta) comes out at -12.27 / -12.27 eV. The multiplicity is 5. The calculation puts the HOMO-LUMO gap (alpha / beta) at 6.2 / 6.2 eV. The total energy comes out at -6649.4796 Ha.


(2)
Molecular formula: C44H45BF2N10OPRe
Method: DFT, the ωB97M-V functional and the def2-TZVPD basis

```
105
Properties=species:S:1:pos:R:3
Re 0.5564 0.8046 0.4924
C 2.4634 3.5026 5.0242
C 2.2809 4.4489 4.0241
C 1.5557 4.1367 2.8852
C 1.0142 2.8638 2.7395
C 1.1898 1.9145 3.7384
C 1.9099 2.2384 4.8799
N 0.2993 2.5244 1.5397
N -0.4958 3.4572 1.1504
C -1.1363 3.1152 -0.0153
C -2.0155 4.0408 -0.6087
C -2.5963 3.7284 -1.8107
C -2.2841 2.5045 -2.4301
C -1.4292 1.6012 -1.8388
C -0.8415 1.8543 -0.5784
H 3.0251 3.7534 5.9142
H 2.7023 5.4397 4.1317
H 1.3993 4.8685 2.1053
H 0.7527 0.9323 3.6309
H 2.0289 1.4990 5.6618
H -2.2044 4.9839 -0.1114
H -3.2711 4.4235 -2.2922
H -2.7272 2.2753 -3.3932
H -1.2198 0.6652 -2.3441
N 5.6388 2.2268 -4.4191
C 4.9682 3.0890 -3.6147
O 5.1720 4.2834 -3.6071
C 3.9459 2.4871 -2.6828
C 3.0070 3.3411 -2.1237
C 2.0612 2.8397 -1.2533
N 2.0151 1.5422 -0.8989
C 2.9363 0.7198 -1.4302
C 3.9008 1.1475 -2.3207
H 6.2748 2.6283 -5.0881
H 5.3323 1.2831 -4.5667
H 3.0253 4.3923 -2.3738
H 1.3101 3.4805 -0.8129
H 2.8901 -0.3160 -1.1225
H 4.6164 0.4239 -2.6871
C -3.2427 -2.2156 2.9523
C -1.9940 -1.5709 3.5583
C -1.2379 -0.7980 2.5785
N -0.6365 -0.2012 1.8035
H -3.7742 -2.7698 3.7242
H -2.9707 -2.9075 2.1563
H -3.9138 -1.4620 2.5399
H -1.3194 -2.3303 3.9592
H -2.2501 -0.9010 4.3814
C 6.5388 0.5198 0.8506
C 6.6804 -0.1179 2.2301
C 6.7746 -1.6369 2.1367
C 5.5635 0.3267 3.1776
N 4.2277 0.0440 2.6544
C 3.4505 0.7877 1.8733
N 2.3544 0.1035 1.6280
N 2.4810 -1.0770 2.2758
N 3.6026 -1.1185 2.8865
H 7.4256 0.3193 0.2502
H 6.4179 1.6045 0.9093
H 5.6814 0.1071 0.3119
H 7.5983 0.2618 2.6886
H 5.8481 -2.0688 1.7533
H 6.9727 -2.0847 3.1110
H 7.5809 -1.9252 1.4624
H 5.6069 1.4013 3.3548
H 5.6281 -0.1851 4.1360
H 3.6728 1.7869 1.5395
N -1.5764 -1.6289 -0.9249
P -3.0298 -2.0691 -1.3357
C -3.2373 -2.3211 -3.1082
C -3.1919 -1.1974 -3.9351
C -3.2733 -1.3440 -5.3088
C -3.4027 -2.6114 -5.8647
C -3.4534 -3.7297 -5.0472
C -3.3711 -3.5874 -3.6687
C -3.5371 -3.5888 -0.5083
C -2.5898 -4.6040 -0.3679
C -2.9271 -5.7853 0.2726
C -4.2094 -5.9585 0.7787
C -5.1536 -4.9516 0.6424
C -4.8206 -3.7674 -0.0002
C -4.1823 -0.7679 -0.8864
C -3.7597 0.2256 -0.0094
C -4.6228 1.2556 0.3362
C -5.9070 1.2874 -0.1867
C -6.3321 0.2968 -1.0652
C -5.4704 -0.7273 -1.4213
H -3.1046 -0.2087 -3.4993
H -3.2429 -0.4711 -5.9475
H -3.4702 -2.7249 -6.9387
H -3.5613 -4.7150 -5.4805
H -3.4222 -4.4635 -3.0348
H -1.5865 -4.4679 -0.7550
H -2.1902 -6.5704 0.3782
H -4.4713 -6.8805 1.2809
H -6.1510 -5.0842 1.0402
H -5.5583 -2.9806 -0.0900
H -2.7454 0.2063 0.3652
H -4.2816 2.0420 0.9973
H -6.5784 2.0938 0.0783
H -7.3298 0.3321 -1.4820
H -5.7927 -1.4824 -2.1296
F 0.7330 -1.1196 -0.6383
B -0.2868 -1.9673 -1.1350
F 0.2706 -3.0006 -1.7776
```

As for the total charge: +1. The LUMO energy (alpha / beta) is -0.0893 / -0.0918 Ha. As for the energy above the lowest of the compared OMol25 structures with the same formula, charge and spin: 0.000 eV. The HOMO energy (alpha / beta) comes out at -9.19 / -8.81 eV. The multiplicity is 2. The calculation puts the HOMO-LUMO gap (alpha / beta) at 6.8 / 6.3 eV. The total energy comes out at -2970.6951 Ha.